2 unconnected molecules or ions with the total composition CH5ClNOPS at a distorted geometry, computed with ωB97M-V/def2-TZVPD.

Positions of all 11 atoms, in Å:
Cl (-1.80, -1.76, 0.78)
S (3.18, -0.44, 0.31)
P (-0.36, -0.92, -0.40)
O (-0.45, 0.57, 0.10)
N (-0.91, -0.77, -1.98)
C (0.30, 1.00, 1.32)
H (-0.27, -1.07, -2.64)
H (0.35, 2.05, 1.28)
H (-0.22, 0.43, 2.17)
H (1.39, 0.71, 1.16)
H (-1.20, 0.20, -2.09)

The value obtained for the molecular weight is 145.55 g/mol. For the energy above the lowest of the compared OMol25 structures with the same formula, charge and spin, the calculation gives 99.6 kcal/mol. Its HOMO energy (spin up / spin down) is -8.9 / -8.9 eV. For the total energy, the calculation gives -1370.74783 a.u.



C15H22Cl2N2O4S in the gas phase, computed with ωB97M-V/def2-TZVPD.

Positions of all 46 atoms, in Å:
Cl (2.66, -0.96, 2.43)
Cl (-0.57, -2.89, -2.48)
S (3.93, -0.65, -0.44)
O (4.90, -1.20, 0.46)
O (-1.49, -2.95, 0.21)
O (4.18, -0.67, -1.85)
O (-3.27, 2.07, 0.30)
N (-0.57, 1.98, -0.60)
N (3.60, 0.90, 0.06)
C (-2.34, 3.06, 0.68)
C (3.24, 1.92, -0.90)
C (-3.56, -3.55, 1.18)
C (0.78, 1.45, -0.65)
C (0.35, -2.39, -1.12)
C (-0.91, 2.50, 0.71)
C (-1.54, 0.96, -0.98)
C (1.87, 2.52, -0.60)
C (1.78, -1.53, 1.08)
C (-2.17, -3.02, 1.46)
C (1.62, -1.88, -1.28)
C (-0.24, -2.47, 0.16)
C (2.34, -1.45, -0.18)
C (0.51, -2.05, 1.26)
C (-2.94, 1.56, -0.97)
H (-2.64, 3.40, 1.67)
H (-4.09, -2.89, 0.50)
H (0.95, 0.73, 0.17)
H (-1.50, 0.10, -0.28)
H (-4.12, -3.63, 2.11)
H (4.00, 2.71, -0.92)
H (1.90, 2.99, 0.39)
H (0.88, 0.91, -1.59)
H (-1.30, 0.60, -1.98)
H (3.23, 1.42, -1.87)
H (-2.22, -2.02, 1.90)
H (-3.00, 2.36, -1.72)
H (-0.23, 3.31, 0.97)
H (-3.50, -4.54, 0.73)
H (-3.69, 0.79, -1.19)
H (-1.62, -3.68, 2.14)
H (4.13, 1.19, 0.87)
H (-0.84, 1.71, 1.48)
H (0.10, -2.10, 2.26)
H (1.65, 3.29, -1.34)
H (-2.38, 3.90, -0.02)
H (2.08, -1.80, -2.25)

The value obtained for the molecular weight is 397.32 g/mol. For the energy above the lowest of the compared OMol25 structures with the same formula, charge and spin, the calculation gives 0.0 kcal/mol. Its HOMO energy is -8.9 eV. The SMILES is CCOc1cc(Cl)c(S(=O)(=O)NCCCN2CCOCC2)cc1Cl. For the total energy, the calculation gives -2313.79067 a.u.



A molecular structure, C40H43AsCoN4O4S at a distorted geometry, computed with ωB97M-V/def2-TZVPD.

Positions of all 94 atoms, in Å:
As (3.57, 2.66, 0.37)
Co (1.73, -0.51, -0.09)
S (3.87, 0.71, -0.29)
O (0.97, 1.19, -0.03)
O (-2.60, 1.59, 0.04)
O (-3.17, -0.57, -0.17)
O (0.35, -1.43, 0.50)
N (2.94, -3.97, -2.14)
N (3.79, -4.07, 0.97)
N (2.39, -1.89, -1.65)
N (2.87, -2.07, 0.97)
C (-0.39, 1.57, -1.98)
C (-4.80, 1.04, -0.75)
C (-1.41, 0.90, 0.28)
C (-0.67, 5.52, -0.46)
C (2.99, 2.71, 2.20)
C (-1.80, 1.52, -3.98)
C (3.18, -3.12, 0.24)
C (5.26, 3.59, 0.19)
C (-1.61, 1.75, -2.62)
C (-0.56, -5.32, -0.25)
C (-0.25, 3.47, 1.35)
C (-2.30, -4.47, -1.71)
C (-1.06, -1.67, 0.55)
C (-0.57, 4.21, -0.91)
C (2.82, -3.04, -1.18)
C (-0.35, 3.18, -0.02)
C (2.58, -3.40, -3.32)
C (-0.42, -4.06, 0.29)
C (-1.26, -1.21, 4.36)
C (-0.76, -1.19, 3.03)
C (-2.14, -3.18, -1.17)
C (-0.37, 4.79, 1.81)
C (3.87, -3.60, 2.27)
C (-0.56, 5.82, 0.88)
C (-1.47, -1.78, 2.00)
C (-0.28, 1.70, -0.47)
C (0.66, 1.18, -2.79)
C (-0.71, 1.12, -4.78)
C (2.23, -2.12, -2.99)
C (3.29, -2.36, 2.25)
C (2.50, 3.74, -0.74)
C (-2.41, -1.91, 4.66)
C (0.50, 0.96, -4.15)
C (-1.57, -5.50, -1.22)
C (-3.68, 0.67, 0.21)
C (-4.12, 0.77, 1.65)
C (-2.59, -2.51, 2.33)
C (-1.22, -3.00, -0.16)
C (-1.73, -0.51, -0.23)
C (-3.05, -2.61, 3.63)
H (3.16, 4.48, -1.21)
H (-2.46, 2.10, -2.05)
H (-3.19, -2.93, 1.52)
H (-4.47, 0.89, -1.81)
H (5.12, 4.58, 0.50)
H (-4.66, 1.70, 1.77)
H (-0.69, 4.03, -1.97)
H (1.71, 4.19, -0.17)
H (-0.09, 2.63, 2.02)
H (-3.96, -3.20, 3.79)
H (-3.01, -4.72, -2.46)
H (2.72, 3.70, 2.52)
H (6.08, 3.13, 0.75)
H (1.64, 1.03, -2.36)
H (-5.13, 2.05, -0.63)
H (-4.82, -0.01, 1.85)
H (1.83, -1.32, -3.61)
H (-0.70, -0.68, 5.12)
H (0.04, -6.14, 0.07)
H (3.29, -4.92, -2.09)
H (4.31, -4.20, 3.09)
H (3.13, -1.62, 3.01)
H (-1.41, -0.64, -1.28)
H (-1.72, -6.48, -1.64)
H (-5.67, 0.40, -0.62)
H (-0.67, 6.85, 1.24)
H (-0.83, 1.00, -5.84)
H (3.83, 2.44, 2.85)
H (0.28, -3.86, 1.13)
H (1.37, 0.74, -4.77)
H (4.11, -5.01, 0.74)
H (0.14, -0.67, 2.78)
H (2.03, 3.16, -1.52)
H (-2.78, -2.01, 5.70)
H (-0.34, 4.98, 2.87)
H (-1.17, 0.93, 1.37)
H (-3.35, 0.68, 2.40)
H (2.61, -3.92, -4.24)
H (-0.90, 6.28, -1.21)
H (2.14, 2.07, 2.43)
H (5.50, 3.67, -0.86)
H (-2.78, 1.66, -4.42)
H (-2.74, -2.33, -1.55)

The value obtained for the molecular weight is 809.73 g/mol. For the energy above the lowest of the compared OMol25 structures with the same formula, charge and spin, the calculation gives 0.0 kcal/mol. Its HOMO energy (spin up / spin down) is -10.9 / -10.9 eV. For the total energy, the calculation gives -6086.56872 a.u. Its total charge is +1. As for the multiplicity: 5.